Entry 1:
DFT (ωB97M-V/def2-TZVPD) results for a structure of composition C20H23N2Pb.

Output
Total energy: -1077.7743 a.u.
Relative energy (zero: lowest compared OMol25 entry of this formula, charge and spin): 55.08 kJ/mol
Largest force on an atom: 4.7 eV/Å
Highest occupied orbital energy (spin up / spin down): -11.47 / -11.47 eV

```
! wB97M-V def2-TZVPD RIJCOSX def2/J DEFGRID3
* xyz 1 1
C -1.5106 -0.9289 -2.1597
C -1.5900 -2.4454 -2.0163
C -2.9209 -0.4024 -2.4048
C -0.7052 -0.6679 -3.4303
H -3.1917 -0.4825 -3.4696
H -3.0266 0.6490 -2.1373
H -3.6843 -0.9468 -1.8505
H -2.2112 -2.8806 -2.8151
H -2.0257 -2.7721 -1.0740
H -0.6086 -2.9120 -2.1019
H -0.9519 -1.4169 -4.1988
H 0.3690 -0.7285 -3.2695
H -0.9175 0.3021 -3.8756
C -1.1759 0.2474 2.2100
C -2.3747 0.1976 1.4613
C -2.4769 -1.0833 0.8911
H -3.0895 0.9961 1.3534
C -1.3382 -1.8224 1.2634
C -0.5324 -1.0011 2.0944
H 0.3758 -1.2936 2.5916
H -0.8231 1.0898 2.7797
H -3.2839 -1.4350 0.2768
H -1.1360 -2.8418 0.9890
C 1.3453 1.8207 -0.4952
C 0.3865 2.3819 0.3683
C -0.8093 2.5607 -0.3618
H 0.5425 2.6406 1.4018
C -0.5899 2.1103 -1.6778
C 0.7381 1.6398 -1.7615
H 1.2104 1.2239 -2.6325
H 2.3666 1.6025 -0.2391
H -1.7284 2.9730 0.0204
H -1.3099 2.1229 -2.4746
Pb -0.4611 0.0624 -0.1942
N 3.0348 1.3906 5.5422
C 3.0508 1.0378 4.4399
C 3.0044 0.5207 3.0777
C 4.1219 0.0002 2.4802
C 4.0060 -0.5411 1.1982
C 2.7507 -0.5885 0.5366
N 1.6164 -0.0471 1.1005
C 1.8057 0.5285 2.3735
H 5.0740 0.0246 3.0038
H 4.9003 -0.9110 0.7203
H 2.7062 -0.9925 -0.4614
H 1.0679 1.0182 2.9279
*
```

Atomic partial charges in e from the Löwdin method, atoms 1 to 5:
1 C -0.457
2 C -0.091
3 C -0.069
4 C -0.097
5 H 0.118

---

Entry 2:
DFT (ωB97M-V/def2-TZVPD) results for the molecule C13H17BrN2O6.

Output
Total energy: -3640.5298 a.u.
Relative energy (zero: lowest compared OMol25 entry of this formula, charge and spin): 0.00 kJ/mol
Largest force on an atom: 0.9 eV/Å
Highest occupied orbital energy: -9.54 eV

```
! wB97M-V def2-TZVPD RIJCOSX def2/J DEFGRID3
* xyz 0 1
O 0.6679 1.1589 1.2191
C 0.6659 1.6133 0.0879
N -0.4911 1.8915 -0.5683
N -1.7230 1.4971 -0.0213
C -2.0327 0.0980 -0.2862
O -0.8395 -0.6585 -0.2307
C -1.0305 -2.0479 -0.0329
C 0.3526 -2.6929 -0.2204
O 0.3496 -4.0644 0.0369
C -1.6274 -2.3459 1.3705
O -0.6621 -2.7623 2.3025
C -2.3394 -1.0797 1.8990
O -1.4408 -0.2322 2.5551
C -3.0784 -0.3872 0.7396
O -3.9787 -1.3163 0.1946
C 1.9131 1.9567 -0.6434
C 3.0553 1.2105 -0.3670
C 4.2428 1.4833 -1.0211
C 4.3087 2.5094 -1.9483
C 3.1711 3.2576 -2.2038
Br 3.2544 4.6840 -3.4651
C 1.9717 2.9959 -1.5663
H -0.5062 2.0551 -1.5636
H -1.6323 1.6360 0.9879
H -2.4522 0.0297 -1.3087
H -1.7274 -2.4300 -0.7915
H 0.6666 -2.5623 -1.2584
H 1.0637 -2.1610 0.4265
H 0.1191 -4.1788 0.9703
H -2.3561 -3.1560 1.2708
H -0.3965 -1.9760 2.8086
H -3.0728 -1.3729 2.6571
H -0.7144 0.0589 1.9626
H -3.6112 0.4943 1.1249
H -4.5485 -0.8734 -0.4447
H 2.9920 0.4198 0.3640
H 5.1250 0.8996 -0.8086
H 5.2310 2.7328 -2.4618
H 1.1105 3.6154 -1.7657
*
```

Atomic partial charges in e from the Löwdin method, atoms 1 to 5:
1 O 0.072
2 C -0.416
3 N 0.069
4 N 0.046
5 C -0.278

---

Entry 3:
DFT (ωB97M-V/def2-TZVPD) results for a structure of composition C32H51BiCl2P.

Output
Total energy: -2726.1047 a.u.
Largest force on an atom: 7.1 eV/Å
Highest occupied orbital energy (spin up / spin down): 0.36 / -2.71 eV

```
! wB97M-V def2-TZVPD RIJCOSX def2/J DEFGRID3
* xyz -1 1
Bi 1.9253 0.7009 -1.1730
P -0.9093 0.9783 -0.1890
Cl 0.6116 -2.7310 1.1324
C 2.6660 -1.0991 -1.8076
H 2.1716 -2.0300 -1.5187
H 3.4146 -1.0491 -2.6106
C -1.7108 0.9040 1.5235
C -2.1299 0.1862 -1.3797
C -2.0693 -0.5353 1.9167
H -0.8683 1.2370 2.1592
C -2.4058 -0.6283 3.4113
H -2.9379 -0.8748 1.3318
H -1.2437 -1.2217 1.6768
C -3.4996 0.3627 3.8308
H -2.7169 -1.6527 3.6495
H -1.4926 -0.4271 3.9882
C -3.2634 1.7839 3.3020
H -4.4712 0.0003 3.4681
H -3.5654 0.3913 4.9247
C -2.9023 1.8256 1.8106
H -4.1544 2.4003 3.4740
H -2.4414 2.2435 3.8687
H -3.7713 1.5023 1.2188
H -2.6903 2.8617 1.5209
C -0.8753 2.8033 -0.6493
C -3.6286 0.3251 -1.0847
H -1.9184 0.7156 -2.3276
C -4.4486 -0.2266 -2.2598
H -3.8844 -0.2339 -0.1731
H -3.9113 1.3725 -0.9073
C -4.0689 -1.6646 -2.6432
H -5.5154 -0.1784 -2.0084
H -4.2942 0.4288 -3.1282
C -2.5548 -1.8910 -2.7513
H -4.4827 -2.3552 -1.8962
H -4.5421 -1.9183 -3.5989
C -1.7780 -1.2990 -1.5679
H -2.3414 -2.9643 -2.8304
H -2.1878 -1.4222 -3.6753
H -2.0264 -1.8505 -0.6464
H -0.6972 -1.4269 -1.7277
C -0.2519 3.6446 0.4796
H -0.1625 2.8030 -1.4971
C 0.0100 5.0795 0.0028
H -0.9252 3.6617 1.3494
H 0.6904 3.1935 0.8267
C -1.2276 5.7392 -0.6180
H 0.3672 5.6805 0.8471
H 0.8184 5.0589 -0.7406
C -1.9417 4.8539 -1.6480
H -1.9334 6.0030 0.1811
H -0.9336 6.6803 -1.0969
C -2.1840 3.4197 -1.1594
H -2.9006 5.3062 -1.9279
H -1.3318 4.8047 -2.5603
H -2.9376 3.4276 -0.3573
H -2.6015 2.8212 -1.9811
C 2.8896 -0.0330 0.7795
C 3.6562 -0.6404 -0.2528
H 2.0726 -0.6675 1.1545
C 5.0066 0.0017 -0.6775
H 3.8532 -1.6971 0.0252
C 5.7227 0.6828 0.4958
H 5.6438 -0.7946 -1.0948
H 4.8343 0.7142 -1.4967
C 4.7922 1.5976 1.2925
H 6.1165 -0.0984 1.1591
H 6.5854 1.2468 0.1207
C 3.5311 0.8807 1.8024
H 5.3339 1.9930 2.1567
H 4.5129 2.4630 0.6769
H 3.7972 0.2470 2.6631
H 2.7940 1.6125 2.1686
Cl 1.2770 -5.2660 -2.8606
C 2.3114 -5.3769 -1.4877
C 3.4513 -6.1782 -1.5808
C 4.3341 -6.2568 -0.4922
C 4.0744 -5.5146 0.6577
C 2.9318 -4.7230 0.7492
C 2.0169 -4.6605 -0.3074
C 0.7287 -3.8804 -0.2375
H 3.6373 -6.7293 -2.4951
H 5.2126 -6.8955 -0.5588
H 4.7654 -5.5562 1.5040
H 2.7452 -4.1565 1.6622
H 0.5644 -3.2864 -1.1433
H -0.1376 -4.5490 -0.1365
*
```

Atomic partial charges in e from the Löwdin method, atoms 1 to 5:
1 Bi 1.281
2 P 0.970
3 Cl 0.618
4 C -0.372
5 H -0.007

---

Question: Among the records above, which one has the highest largest force on an atom?
Answer: C32H51BiCl2P

---

Question: Among the records above, which one has the lowest largest force on an atom?
Answer: C13H17BrN2O6

---

Question: What is the formula in the second record?
Answer: C13H17BrN2O6

---

What did the first record say?
DFT (ωB97M-V/def2-TZVPD) results for a structure of composition C20H23N2Pb.

Output
Total energy: -1077.7743 a.u.
Relative energy (zero: lowest compared OMol25 entry of this formula, charge and spin): 55.08 kJ/mol
Largest force on an atom: 4.7 eV/Å
Highest occupied orbital energy (spin up / spin down): -11.47 / -11.47 eV

```
! wB97M-V def2-TZVPD RIJCOSX def2/J DEFGRID3
* xyz 1 1
C -1.5106 -0.9289 -2.1597
C -1.5900 -2.4454 -2.0163
C -2.9209 -0.4024 -2.4048
C -0.7052 -0.6679 -3.4303
H -3.1917 -0.4825 -3.4696
H -3.0266 0.6490 -2.1373
H -3.6843 -0.9468 -1.8505
H -2.2112 -2.8806 -2.8151
H -2.0257 -2.7721 -1.0740
H -0.6086 -2.9120 -2.1019
H -0.9519 -1.4169 -4.1988
H 0.3690 -0.7285 -3.2695
H -0.9175 0.3021 -3.8756
C -1.1759 0.2474 2.2100
C -2.3747 0.1976 1.4613
C -2.4769 -1.0833 0.8911
H -3.0895 0.9961 1.3534
C -1.3382 -1.8224 1.2634
C -0.5324 -1.0011 2.0944
H 0.3758 -1.2936 2.5916
H -0.8231 1.0898 2.7797
H -3.2839 -1.4350 0.2768
H -1.1360 -2.8418 0.9890
C 1.3453 1.8207 -0.4952
C 0.3865 2.3819 0.3683
C -0.8093 2.5607 -0.3618
H 0.5425 2.6406 1.4018
C -0.5899 2.1103 -1.6778
C 0.7381 1.6398 -1.7615
H 1.2104 1.2239 -2.6325
H 2.3666 1.6025 -0.2391
H -1.7284 2.9730 0.0204
H -1.3099 2.1229 -2.4746
Pb -0.4611 0.0624 -0.1942
N 3.0348 1.3906 5.5422
C 3.0508 1.0378 4.4399
C 3.0044 0.5207 3.0777
C 4.1219 0.0002 2.4802
C 4.0060 -0.5411 1.1982
C 2.7507 -0.5885 0.5366
N 1.6164 -0.0471 1.1005
C 1.8057 0.5285 2.3735
H 5.0740 0.0246 3.0038
H 4.9003 -0.9110 0.7203
H 2.7062 -0.9925 -0.4614
H 1.0679 1.0182 2.9279
*
```

Atomic partial charges in e from the Löwdin method, atoms 1 to 5:
1 C -0.457
2 C -0.091
3 C -0.069
4 C -0.097
5 H 0.118